Record 1
23
Properties=species:S:1:pos:R:3 method="wB97M-V/def2-TZVPD" gap_ev=9.8 de_lowest_kj_mol=244.12 homo_ev=-9.19 lumo_energy_ev=0.574 total_energy_ev=-9187.0694
B 2.897 0.241 -0.380
C 0.594 -1.789 0.451
C -0.860 1.742 0.635
C -0.401 0.417 -1.468
C -2.124 -0.435 0.238
C 0.315 -0.454 0.892
C -0.753 0.302 -0.006
O 2.148 0.393 0.696
H 2.619 -0.390 -1.319
H 3.967 0.650 -0.276
H -0.371 -2.401 0.404
H 0.960 -1.799 -0.672
H 1.441 -2.260 1.033
H -1.264 1.623 1.713
H -1.514 2.245 0.024
H 0.026 2.276 0.727
H -0.540 -0.436 -2.085
H 0.716 0.610 -1.518
H -0.847 1.286 -1.858
H -2.193 -1.407 -0.152
H -2.232 -0.489 1.328
H -2.830 0.280 -0.311
H 0.247 -0.207 1.904

---

Record 2
23
Properties=species:S:1:pos:R:3 method="wB97M-V/def2-TZVPD" charge=+1 gap_ev="9.6 / 8.0" de_lowest_kj_mol=682.44 homo_ev="-14.38 / -12.73" lumo_energy_ev="-4.782 / -4.692" total_energy_ev=-77984.8793
C -1.268 -1.291 1.368
C -1.839 -0.825 -0.871
C 0.519 -1.604 -0.369
C 1.842 2.311 -0.096
C -0.113 0.714 0.191
C -0.638 -0.644 0.092
N 0.901 1.366 -0.756
Br -1.117 1.966 1.102
H -2.272 -0.934 1.580
H -1.137 -2.444 1.408
H -0.612 -1.018 2.321
H -1.520 -0.647 -1.988
H -2.568 -0.134 -0.472
H -2.079 -1.882 -0.933
H 0.589 -1.545 -1.429
H 1.503 -1.344 -0.172
H 0.277 -2.697 -0.061
H 2.456 2.790 -0.999
H 1.395 3.103 0.386
H 2.346 1.585 0.476
H 1.830 0.826 1.966
H 1.169 0.542 -1.323
H 0.335 1.806 -1.420

---

Record 3
32
Properties=species:S:1:pos:R:3 method="wB97M-V/def2-TZVPD" charge=-1 gap_ev=6.6 de_lowest_kj_mol=0.00 homo_ev=-3.84 lumo_energy_ev=2.743 total_energy_ev=-89340.8588
Ca -0.678 -0.146 -0.467
N 1.563 0.439 -1.654
C 2.648 0.713 -0.716
C 2.615 -0.299 0.426
N 1.356 -0.300 1.149
C 1.218 0.618 2.271
C 0.638 1.981 1.891
N -0.680 1.824 1.286
H 1.450 1.169 -2.346
H 1.710 -0.447 -2.128
H 3.642 0.677 -1.182
H 2.512 1.724 -0.330
H 2.742 -1.296 -0.003
H 3.469 -0.108 1.095
H 1.103 -1.244 1.433
H 0.535 0.154 2.987
H 2.180 0.779 2.781
H 0.628 2.603 2.797
H 1.284 2.485 1.170
H -1.334 1.429 1.956
H -1.055 2.694 0.924
S -1.973 -1.369 1.838
S -0.651 -2.971 1.725
S -0.837 -3.820 -0.125
S 0.201 -2.636 -1.485
Cl -3.458 -0.516 -1.729
C -3.771 1.188 -1.274
C -2.531 2.110 -1.342
O -2.752 3.269 -0.980
O -1.439 1.604 -1.715
H -4.148 1.174 -0.254
H -4.544 1.566 -1.936

---

Record 4
32
Properties=species:S:1:pos:R:3 method="wB97M-V/def2-TZVPD" charge=-1 gap_ev=8.9 de_lowest_kj_mol=0.00 homo_ev=-6.19 lumo_energy_ev=2.744 total_energy_ev=-49613.9987
C 2.991 -2.647 0.892
C 3.784 -1.465 0.316
C 2.914 -0.474 -0.461
N 2.453 0.645 0.372
N 1.011 0.802 0.273
C 0.408 0.140 1.420
C -1.108 0.195 1.345
Cl -1.598 1.876 1.736
O -1.651 -0.083 0.105
C -1.319 -1.361 -0.405
H 2.066 -2.790 0.334
H 3.537 -3.583 0.816
H 2.700 -2.468 1.923
H 4.177 -0.906 1.161
H 4.588 -1.830 -0.317
H 3.455 -0.112 -1.337
H 2.027 -0.963 -0.857
H 2.869 1.494 0.018
H 0.826 1.794 0.373
H 0.738 -0.898 1.412
H 0.741 0.559 2.373
H -1.548 -0.408 2.142
H -0.779 -1.234 -1.340
H -0.743 -1.969 0.291
H -2.247 -1.885 -0.624
F -3.227 2.543 -2.957
P -4.319 2.513 -1.705
F -5.287 1.695 -2.780
F -4.940 3.881 -2.404
F -4.010 3.575 -0.470
F -3.153 1.580 -1.016
F -5.353 1.786 -0.627

---

Record 5
33
Properties=species:S:1:pos:R:3 method="wB97M-V/def2-TZVPD" charge=+1 gap_ev=10.1 homo_ev=-12.91 lumo_energy_ev=-2.831 total_energy_ev=-54638.0746
C 3.597 1.991 -2.160
P 2.639 1.233 -0.827
O 3.164 -0.279 -0.809
N 0.927 1.109 -1.674
S -0.047 -0.104 -0.537
C 0.947 0.563 -3.082
F 2.046 -0.186 -3.225
F -0.138 -0.187 -3.340
F 0.976 1.587 -3.937
P 0.131 2.715 -1.556
N 0.094 3.287 -0.135
O 0.886 3.630 -2.563
O -1.272 2.549 -2.239
H 4.625 1.725 -1.976
H 3.295 1.744 -3.163
H 3.492 3.050 -1.991
H 2.902 -0.638 0.043
H -0.661 0.832 0.188
H 0.495 2.692 0.573
H 0.582 4.538 -2.445
H -1.721 1.752 -1.942
C -1.841 -4.143 3.102
C -2.217 -2.861 3.837
C -2.921 -1.836 2.935
C -2.065 -1.432 1.832
N -1.383 -1.117 0.978
H -1.128 -3.952 2.298
H -1.378 -4.850 3.786
H -2.721 -4.621 2.669
H -1.322 -2.410 4.268
H -2.884 -3.097 4.665
H -3.187 -0.940 3.497
H -3.837 -2.253 2.516

---

Record 6
34
Properties=species:S:1:pos:R:3 method="wB97M-V/def2-TZVPD" charge=+2 gap_ev="4.9 / 5.5" de_lowest_kj_mol=160.21 homo_ev="-13.50 / -13.50" spin_multiplicity=3 lumo_energy_ev="-8.553 / -8.004" total_energy_ev=-83169.6182
V 1.948 1.287 -0.093
O 5.119 0.027 -1.086
S 4.333 0.509 -0.028
O 4.545 0.196 1.332
O 3.791 1.934 -0.218
O 2.691 -0.216 -0.313
O 1.291 3.274 0.114
H 1.843 3.757 -0.529
H 1.440 3.779 0.936
C -2.508 -1.649 1.301
N -1.220 -2.325 0.775
C -1.455 -2.714 -0.702
N -1.840 -1.572 -1.451
C -3.054 -0.961 -0.906
N -2.851 -0.542 0.483
C -1.966 0.611 0.618
P -0.288 0.168 -0.031
C -0.038 -1.412 0.913
C -0.769 -0.606 -1.655
H -2.323 -1.359 2.334
H -3.283 -2.413 1.264
H -1.045 -3.174 1.318
H -2.246 -3.463 -0.694
H -0.530 -3.155 -1.069
H -3.866 -1.687 -0.943
H -3.331 -0.100 -1.510
H -1.891 0.914 1.664
H -2.369 1.454 0.057
H 0.121 -1.208 1.973
H 0.849 -1.921 0.533
H 0.106 -1.089 -2.094
H -1.103 0.169 -2.346
I 4.173 5.677 -0.059
I 5.725 7.811 0.111

---

Record 7
22
Properties=species:S:1:pos:R:3 method="wB97M-V/def2-TZVPD" charge=-1 gap_ev="2.3 / 8.9" de_lowest_kj_mol=111.66 homo_ev="1.51 / -5.27" spin_multiplicity=2 lumo_energy_ev="3.769 / 3.653" total_energy_ev=-7952.6856
C 1.516 1.263 -1.125
C -0.040 1.382 -1.051
C -0.628 0.527 0.104
C -0.056 -0.868 0.249
C -0.527 -1.808 1.368
C -0.056 -3.243 1.283
N -0.276 2.794 -0.794
H 1.942 0.317 -0.783
H 1.982 2.202 -0.856
H 1.744 1.428 -2.210
H -0.318 0.916 -2.003
H -1.803 0.477 0.124
H -0.556 1.124 1.031
H 1.022 -0.935 0.371
H -0.187 -1.348 -0.725
H -1.631 -1.699 1.449
H -0.375 -1.301 2.337
H -0.398 -3.673 0.297
H 1.040 -3.244 1.446
H -0.433 -3.985 2.011
H -0.318 3.336 -1.665
H -1.063 3.138 -0.269

---

Record 8
22
Properties=species:S:1:pos:R:3 method="wB97M-V/def2-TZVPD" gap_ev=9.2 de_lowest_kj_mol=218.45 homo_ev=-8.06 lumo_energy_ev=1.111 total_energy_ev=-7953.5024
C -0.123 0.232 1.538
C 0.795 -0.402 -0.004
C -0.295 -0.995 -0.734
C -1.103 1.345 1.242
C 1.665 0.699 -0.555
C -0.199 -0.523 -2.534
N -0.722 -0.761 2.378
H 0.753 0.622 2.064
H 1.427 -1.179 0.438
H -0.086 -1.514 2.609
H -1.566 -1.151 1.973
H -0.214 -2.080 -0.781
H -1.338 -0.772 -0.526
H -1.457 1.799 2.171
H -1.965 0.968 0.691
H -0.637 2.128 0.647
H 2.317 1.092 0.227
H 2.307 0.312 -1.347
H 1.073 1.524 -0.944
H 0.795 -0.671 -2.948
H -0.914 -1.188 -3.013
H -0.513 0.514 -2.593

---

Record 9
22
Properties=species:S:1:pos:R:3 method="wB97M-V/def2-TZVPD" gap_ev=10.2 de_lowest_kj_mol=28.79 homo_ev=-9.12 smiles=CCCC[C@@H](C)N lumo_energy_ev=1.121 total_energy_ev=-7955.4682
C 2.068 1.669 0.378
C 1.756 0.739 -0.791
C 1.325 -0.661 -0.412
C 0.128 -0.799 0.529
C -1.176 -0.196 -0.016
C -1.958 -1.207 -0.827
N -2.004 0.259 1.096
H 1.190 1.824 1.010
H 2.329 2.650 -0.005
H 2.908 1.319 0.978
H 2.610 0.680 -1.466
H 1.028 1.237 -1.445
H 2.148 -1.275 -0.031
H 1.059 -1.193 -1.313
H 0.342 -0.305 1.479
H -0.028 -1.865 0.685
H -0.865 0.657 -0.622
H -1.395 -1.552 -1.691
H -2.135 -2.057 -0.178
H -2.900 -0.776 -1.173
H -2.819 0.749 0.746
H -1.541 0.895 1.730

---

Record 10
22
Properties=species:S:1:pos:R:3 method="wB97M-V/def2-TZVPD" gap_ev=10.0 de_lowest_kj_mol=400.11 homo_ev=-9.00 smiles=C1CCCC1.CN lumo_energy_ev=0.999 total_energy_ev=-7951.6197
C -0.929 1.166 -0.312
C -0.537 -0.220 -0.785
C -1.398 -1.209 0.075
C -2.678 -0.484 0.018
C -2.223 0.843 0.564
H -0.058 1.538 0.274
H -1.323 1.994 -1.094
H 0.534 -0.302 -0.388
H -0.635 -0.574 -1.837
H -0.972 -1.351 0.958
H -1.430 -2.264 -0.399
H -3.408 -0.822 0.719
H -3.008 -0.170 -1.034
H -1.638 0.335 1.539
H -3.029 1.623 0.729
C 3.018 -0.217 0.694
N 3.753 0.159 -0.414
H 3.127 -1.263 0.640
H 3.312 0.306 1.752
H 1.990 0.019 0.410
H 4.075 1.102 -0.172
H 4.672 -0.558 -0.724

---

What did the fifth record say?
33
Properties=species:S:1:pos:R:3 method="wB97M-V/def2-TZVPD" charge=+1 gap_ev=10.1 homo_ev=-12.91 lumo_energy_ev=-2.831 total_energy_ev=-54638.0746
C 3.597 1.991 -2.160
P 2.639 1.233 -0.827
O 3.164 -0.279 -0.809
N 0.927 1.109 -1.674
S -0.047 -0.104 -0.537
C 0.947 0.563 -3.082
F 2.046 -0.186 -3.225
F -0.138 -0.187 -3.340
F 0.976 1.587 -3.937
P 0.131 2.715 -1.556
N 0.094 3.287 -0.135
O 0.886 3.630 -2.563
O -1.272 2.549 -2.239
H 4.625 1.725 -1.976
H 3.295 1.744 -3.163
H 3.492 3.050 -1.991
H 2.902 -0.638 0.043
H -0.661 0.832 0.188
H 0.495 2.692 0.573
H 0.582 4.538 -2.445
H -1.721 1.752 -1.942
C -1.841 -4.143 3.102
C -2.217 -2.861 3.837
C -2.921 -1.836 2.935
C -2.065 -1.432 1.832
N -1.383 -1.117 0.978
H -1.128 -3.952 2.298
H -1.378 -4.850 3.786
H -2.721 -4.621 2.669
H -1.322 -2.410 4.268
H -2.884 -3.097 4.665
H -3.187 -0.940 3.497
H -3.837 -2.253 2.516